one | The following is a quantum chemistry calculation of the molecule C4H5NS, from OMol25.

Summary:
* net charge: 0
* 2S+1: 1

Last columns: bonded neighbours and bond lengths (Å).
Cartesian coordinates (Å):
1 C -0.51 0.06 1.12  C2 1.492, C4 1.525, H5 1.095, H6 1.093
2 C -0.95 0.43 -0.26  C1 1.492, C4 1.527, H7 1.124, S11 1.840
3 C 1.29 -0.34 -0.62  C4 1.410, H8 1.094, N10 1.309
4 C 0.04 -0.72 -0.07  C1 1.525, C2 1.527, C3 1.410, H9 1.103
5 H -1.29 -0.51 1.63  C1 1.095
6 H 0.12 0.73 1.71  C1 1.093
7 H -1.99 0.24 -0.65  C2 1.124
8 H 2.21 -0.92 -0.63  C3 1.094
9 H -0.41 -1.70 -0.29  C4 1.103
10 N 1.47 0.89 -1.04  C3 1.309, S11 1.733
11 S 0.03 1.84 -0.91  C2 1.840, N10 1.733

***

two | The following is a quantum chemistry calculation of the molecule C4H5NS, from OMol25.

Summary:
* net charge: 0
* 2S+1: 1

Last columns: bonded neighbours and bond lengths (Å).
Cartesian coordinates (Å):
1 C 0.87 1.09 0.30  C2 1.416, C3 1.319, S6 1.617
2 C -0.27 0.45 0.83  C1 1.416, N5 1.217, S6 1.658
3 C 1.93 0.70 -0.38  C1 1.319, H7 1.092, H8 1.103
4 C -1.62 -1.00 -0.26  N5 1.499, H9 1.101, H10 1.198, H11 1.047
5 N -1.16 -0.36 1.02  C2 1.217, C4 1.499
6 S 0.57 1.45 1.85  C1 1.617, C2 1.658
7 H 1.89 -0.02 -1.19  C3 1.092
8 H 2.95 1.12 -0.39  C3 1.103
9 H -1.71 -0.12 -0.92  C4 1.101
10 H -0.93 -1.83 -0.78  C4 1.198
11 H -2.52 -1.49 -0.07  C4 1.047

***

Relative energies in eV: one 0.000; two 2.239

***

one | The following is a quantum chemistry calculation of a cluster of 2 separate species, C4H5NS in total, from OMol25.

Summary:
* net charge: 0
* 2S+1: 1

Last columns: bonded neighbours and bond lengths (Å).
Cartesian coordinates (Å):
1 C -0.58 -0.89 0.34  C2 1.550, C4 1.486, H6 1.082, S11 1.717
2 C -0.30 0.61 0.09  C1 1.550, C3 1.454, H7 1.034
3 C 1.09 0.97 -0.15  C2 1.454, H8 1.218, H9 1.073
4 C 0.66 -1.61 -0.03  C1 1.486, N10 1.239
5 H -2.27 0.94 -0.47  no bonds
6 H -0.43 -0.82 1.41  C1 1.082
7 H -0.82 1.46 0.37  C2 1.034
8 H 1.22 2.12 -0.52  C3 1.218
9 H 1.85 0.36 -0.62  C3 1.073
10 N 1.77 -2.14 -0.20  C4 1.239
11 S -2.20 -1.01 -0.22  C1 1.717

***

two | The following is a quantum chemistry calculation of the molecule C4H5NS, from OMol25.

Summary:
* net charge: 0
* 2S+1: 1

Last columns: bonded neighbours and bond lengths (Å).
Cartesian coordinates (Å):
1 C 0.03 0.46 1.66  C2 1.500, C4 1.523, H5 1.100, H6 1.075
2 C -0.91 0.40 0.49  C1 1.500, C4 1.505, H7 1.077, S11 1.798
3 C 0.65 -1.30 -0.08  C4 1.442, H8 1.129, N10 1.264
4 C -0.25 -0.87 0.97  C1 1.523, C2 1.505, C3 1.442, H9 1.081
5 H -0.41 0.56 2.66  C1 1.100
6 H 0.96 0.97 1.52  C1 1.075
7 H -1.96 0.57 0.66  C2 1.077
8 H 1.21 -2.28 -0.06  C3 1.129
9 H -0.78 -1.60 1.57  C4 1.081
10 N 0.90 -0.54 -1.05  C3 1.264, S11 1.732
11 S -0.15 0.84 -1.08  C2 1.798, N10 1.732

***

three | The following is a quantum chemistry calculation of the molecule C4H5NS, from OMol25.

Summary:
* net charge: 0
* 2S+1: 1

Last columns: bonded neighbours and bond lengths (Å).
Cartesian coordinates (Å):
1 C -0.89 -2.05 0.26  C4 1.197, H7 1.050
2 C 1.32 1.01 -1.66  N5 1.260, H8 1.082, H9 1.085
3 C -0.83 0.25 1.40  C4 1.434, S6 1.833, H10 1.087, H11 1.088
4 C -1.14 -1.03 0.84  C1 1.197, C3 1.434
5 N 0.53 0.90 -0.68  C2 1.260, S6 1.641
6 S 0.91 0.42 0.84  C3 1.833, N5 1.641
7 H -0.92 -2.99 -0.21  C1 1.050
8 H 0.89 1.38 -2.59  C2 1.082
9 H 2.38 0.80 -1.65  C2 1.085
10 H -1.40 1.07 0.97  C3 1.087
11 H -0.86 0.26 2.49  C3 1.088

***

Relative energies in eV: one 4.645; two 0.000; three 1.957

***

one | The following is a quantum chemistry calculation of a cluster of 2 separate species, C2H2Cl2O2S in total, from OMol25.

Summary:
* net charge: 0
* 2S+1: 1

Last columns: bonded neighbours and bond lengths (Å).
Cartesian coordinates (Å):
1 C -1.90 -0.56 0.96  H8 1.128, H9 1.069
2 C 0.18 0.43 0.50  S5 1.750, Cl6 1.592
3 O 2.55 -0.07 -0.41  S5 1.445
4 O 0.75 -1.20 -1.58  S5 1.408
5 S 1.18 -0.07 -0.85  C2 1.750, O3 1.445, O4 1.408, Cl7 2.081
6 Cl 0.33 1.94 0.97  C2 1.592
7 Cl 1.05 1.52 -2.19  S5 2.081
8 H -1.97 -0.51 2.09  C1 1.128
9 H -2.17 -1.49 0.51  C1 1.069

***

two | The following is a quantum chemistry calculation of a cluster of 2 separate species, C2H2Cl2O2S in total, from OMol25.

Summary:
* net charge: 0
* 2S+1: 1

Last columns: bonded neighbours and bond lengths (Å).
Cartesian coordinates (Å):
1 C 0.27 -0.97 -0.47  S5 1.601, H8 1.042, H9 1.157
2 C 3.28 0.60 -0.52  O3 1.182, Cl6 1.689, Cl7 1.779
3 O 2.44 1.04 -1.22  C2 1.182
4 O 2.19 -1.23 1.14  S5 1.471
5 S 0.75 -1.48 0.97  C1 1.601, O4 1.471
6 Cl 3.82 1.31 0.92  C2 1.689
7 Cl 4.15 -0.93 -0.80  C2 1.779
8 H -0.75 -1.11 -0.64  C1 1.042
9 H 0.99 -0.27 -1.04  C1 1.157

***

Relative energies in eV: one 6.018; two 0.000

***

one | The following is a quantum chemistry calculation of a cluster of 2 separate species, C3H6N4O in total, from OMol25.

Summary:
* net charge: 0
* 2S+1: 1

Last columns: bonded neighbours and bond lengths (Å).
Cartesian coordinates (Å):
1 C -0.05 0.70 -0.84  N10 1.274, N11 1.398, N13 1.429
2 C -0.76 0.68 1.40  N11 1.492, N12 1.272, O14 1.320
3 C 0.87 -0.96 0.67  H7 1.076, H8 1.029, N12 1.381, N13 1.462
4 H -0.62 1.92 -2.49  N10 1.062
5 H 0.07 -0.20 -3.04  no bonds
6 H -0.66 -0.90 2.31  N12 1.134
7 H 1.72 -0.45 1.09  C3 1.076
8 H 1.10 -1.92 0.99  C3 1.029
9 H 0.42 -1.44 -1.18  N13 0.971
10 N -0.38 0.98 -2.04  C1 1.274, H4 1.062
11 N -0.33 1.53 0.25  C1 1.398, C2 1.492
12 N -0.05 -0.37 1.52  C2 1.272, C3 1.381, H6 1.134
13 N 0.52 -0.60 -0.70  C1 1.429, C3 1.462, H9 0.971
14 O -1.85 1.04 2.05  C2 1.320

***

two | The following is a quantum chemistry calculation of the molecule C3H6N4O, from OMol25.

Summary:
* net charge: 0
* 2S+1: 1

Last columns: bonded neighbours and bond lengths (Å).
Cartesian coordinates (Å):
1 C 1.34 0.07 1.21  H4 1.262, H5 1.187, H6 1.246, N10 1.524
2 C -1.13 -1.03 -1.36  C3 1.341, H9 1.145, N13 1.318
3 C 0.04 -0.38 -1.22  C2 1.341, N11 1.538, O14 1.080
4 H 2.27 -0.34 0.46  C1 1.262
5 H 0.84 -0.86 1.74  C1 1.187
6 H 1.75 0.46 2.32  C1 1.246
7 H 1.02 2.18 0.12  N10 1.186
8 H -2.45 0.89 0.37  N12 0.992
9 H -1.25 -1.98 -1.99  C2 1.145
10 N 0.54 1.19 0.56  C1 1.524, H7 1.186, N11 1.343
11 N -0.35 0.85 -0.38  C3 1.538, N10 1.343, N12 1.532
12 N -1.64 0.33 0.27  H8 0.992, N11 1.532, N13 1.332
13 N -1.97 -0.79 -0.37  C2 1.318, N12 1.332
14 O 0.97 -0.61 -1.72  C3 1.080

***

three | The following is a quantum chemistry calculation of the molecule C3H6N4O, from OMol25.

Summary:
* net charge: 0
* 2S+1: 1

Last columns: bonded neighbours and bond lengths (Å).
Cartesian coordinates (Å):
1 C 0.55 -0.42 -2.06  H6 1.097, N11 1.392, N12 1.283
2 C 0.04 0.21 0.12  H8 1.204, N11 1.334, N13 1.304
3 C -0.30 0.45 2.43  H9 1.131, N13 1.320, O14 1.211
4 H -2.09 -1.27 -1.28  N10 1.007
5 H -2.15 0.25 -0.65  N10 1.000
6 H 0.18 -0.56 -3.08  C1 1.097
7 H 2.29 -0.56 -2.64  N12 0.956
8 H 1.18 0.57 0.08  C2 1.204
9 H -1.18 0.45 3.16  C3 1.131
10 N -1.68 -0.35 -1.29  H4 1.007, H5 1.000, N11 1.332
11 N -0.37 -0.34 -1.02  C1 1.392, C2 1.334, N10 1.332
12 N 1.81 -0.47 -1.81  C1 1.283, H7 0.956
13 N -0.71 0.34 1.18  C2 1.304, C3 1.320
14 O 0.84 0.68 2.76  C3 1.211

***

four | The following is a quantum chemistry calculation of the molecule C3H6N4O, from OMol25.

Summary:
* net charge: 0
* 2S+1: 1

Last columns: bonded neighbours and bond lengths (Å).
Cartesian coordinates (Å):
1 C -0.59 -0.34 -0.21  C2 1.466, N11 1.281, O14 1.370
2 C -0.20 1.07 -0.06  C1 1.466, C3 1.327, H6 1.060
3 C 1.12 1.05 -0.20  C2 1.327, H7 1.098, N12 1.431
4 H -3.20 0.41 -0.65  N10 1.025
5 H -3.60 -0.74 0.40  N10 1.017
6 H -0.85 1.88 0.14  C2 1.060
7 H 1.89 1.84 -0.20  C3 1.098
8 H 2.13 -0.77 1.29  N13 1.032
9 H 3.06 -1.44 0.08  N13 1.007
10 N -2.86 -0.09 0.17  H4 1.025, H5 1.017, N11 1.487
11 N -1.70 -0.97 -0.15  C1 1.281, N10 1.487
12 N 1.67 -0.22 -0.54  C3 1.431, N13 1.355, O14 1.430
13 N 2.59 -0.60 0.38  H8 1.032, H9 1.007, N12 1.355
14 O 0.53 -1.08 -0.45  C1 1.370, N12 1.430

***

Relative energies in eV: one 2.809; two 4.058; three 0.000; four 1.453